# 1
The following is a quantum chemistry calculation of a molecular structure, C5H7NO at a distorted geometry, from the OMol25 dataset.

The geometry in XYZ format:
```
14
Properties=species:S:1:pos:R:3:lowdin_charge:R:1
O -2.3817 0.2492 -0.2998 0.02
N 0.2342 -1.2027 0.2812 0.00
C 1.1782 -0.2587 -0.3442 -0.23
C -0.2342 -0.0736 1.2047 -0.16
C -0.1413 -0.5674 -0.9782 -0.23
C 1.0985 0.7165 0.8001 -0.11
C -1.4008 0.2293 -1.0592 -0.14
H -0.2966 -0.3278 2.2545 0.07
H 1.9545 0.4779 1.4627 0.11
H -1.5746 0.7015 -2.0139 0.12
H 2.0715 -0.6179 -0.8678 0.14
H -1.6096 0.0341 0.8536 0.17
H 1.1197 1.7934 0.6049 0.09
H -0.0178 -1.1539 -1.8987 0.15
```

Summary:
M, g/mol: 97.12
Multiplicity: 1
Net charge: 0

---

# 2
The following is a quantum chemistry calculation of C2HN3O3 in the gas phase at a distorted geometry, from the OMol25 dataset.

The geometry in XYZ format:
```
9
Properties=species:S:1:pos:R:3:lowdin_charge:R:1
O -0.5468 1.6789 -0.7255 0.02
O -0.7736 -1.8510 -0.6442 -0.04
O 0.6469 1.2619 1.3450 0.05
N 1.0580 -1.2370 0.7756 0.14
N 0.5380 -2.0301 0.0315 0.07
N -1.1218 -0.6351 -0.8964 0.12
C 0.6308 0.2270 0.5585 -0.21
C -0.4022 0.3059 -0.3998 -0.30
H -0.0294 2.2796 -0.0447 0.16
```

Summary:
M, g/mol: 115.05
Structure (SMILES): O=c1nnonc1O
Multiplicity: 1
Net charge: 0

---

# 3
The following is a quantum chemistry calculation of C27H23ClN2O7S in the gas phase at a distorted geometry, from the OMol25 dataset.

The geometry in XYZ format:
```
61
Properties=species:S:1:pos:R:3:lowdin_charge:R:1
Cl -4.2896 -1.4703 -0.0088 0.79
S 1.6996 0.1556 0.7790 0.72
O 2.4905 -0.1286 -0.3762 -0.25
O 1.6802 1.5183 1.2455 -0.29
O 1.7848 3.0021 -1.0602 0.05
O -4.8078 1.3022 3.1817 0.08
O -2.9215 2.0144 0.2730 0.01
O -2.6066 1.0598 -3.7762 0.09
O -3.9569 1.3086 -1.5878 0.06
N -3.1702 0.0565 2.3079 0.13
N 2.1338 -0.7791 2.0939 -0.17
C 0.6808 2.5144 -1.6683 -0.27
C -1.7219 -1.3414 -0.8155 -0.06
C -2.9355 1.7023 -1.0381 -0.41
C -4.0768 1.0697 2.2483 -0.46
C 1.8095 -2.1383 2.0712 -0.26
C 1.4674 -2.8341 3.2301 -0.02
C 4.0473 -0.6357 3.6285 -0.06
C 1.4359 -4.1503 0.7985 -0.07
C -1.6584 1.8608 -1.7156 -0.06
C 2.0981 2.0409 -5.0779 -0.07
C -0.5140 2.3418 -1.0273 0.04
C 2.0056 2.3553 -3.7477 0.00
C 1.0842 -4.8333 1.9505 -0.09
C -0.3351 1.7051 -3.7539 -0.08
C 0.7917 2.1982 -3.0576 -0.08
C -2.6409 -1.0269 0.1774 -0.58
C -0.3914 -0.9918 -0.6620 -0.04
C 0.0079 -0.3573 0.4977 -0.27
C 1.8016 -2.8186 0.8542 -0.03
C 2.6490 -0.1351 3.2845 -0.24
C -4.1511 1.8917 0.9705 -0.06
C 0.9803 1.5596 -5.7709 -0.07
C 1.1120 -4.1692 3.1638 -0.08
C -0.2134 1.3930 -5.1219 -0.01
C -1.5742 1.5365 -3.0708 -0.19
C -2.2404 -0.3353 1.3277 -0.25
C -0.8944 -0.0348 1.4886 0.02
H 0.8524 -4.6914 4.0728 0.11
H -3.0952 -0.3766 3.2202 0.17
H -0.5564 0.4949 2.3656 0.14
H 4.4251 -0.1033 4.4972 0.08
H 1.4389 -4.6601 -0.1530 0.11
H -4.9007 1.4389 0.3054 0.13
H -1.0848 1.0242 -5.6399 0.11
H 1.4771 -2.3422 4.1893 0.11
H 1.9667 -0.2830 4.1293 0.12
H 2.8556 2.7254 -3.1974 0.12
H -4.4975 2.8923 1.2490 0.15
H -2.0568 -1.8482 -1.7066 0.12
H -0.6083 2.5808 0.0203 0.13
H 1.0656 1.3196 -6.8204 0.10
H 4.0298 -1.7009 3.8466 0.07
H 2.1125 -2.3023 -0.0377 0.09
H 0.8035 -5.8741 1.9054 0.10
H 0.3327 -1.1907 -1.4347 0.13
H 3.0355 2.1631 -5.6003 0.10
H 2.6778 0.9301 3.0551 0.11
H 4.7177 -0.4656 2.7904 0.08
H -3.3954 1.0337 -3.1870 0.09
H 1.7446 2.8287 -0.1052 0.07
```

Summary:
M, g/mol: 555.01
Structure (SMILES): CCN(c1ccccc1)S(=O)(=O)c1ccc(Cl)c(NC(=O)COC(=O)c2cc(O)c3ccccc3c2O)c1
Multiplicity: 1
Net charge: 0

---

# 4
The following is a quantum chemistry calculation of 2 unconnected molecules or ions with the total composition C2H9NO at a distorted geometry, from the OMol25 dataset.

The geometry in XYZ format:
```
13
Properties=species:S:1:pos:R:3:lowdin_charge:R:1
O -0.4326 0.2436 -0.7473 -0.27
N -0.7861 -0.8741 2.3035 0.03
C 0.2457 1.4671 -0.6642 -0.13
C 0.2631 -0.8496 -1.3298 -0.11
H -1.1991 0.0217 2.2343 -0.01
H -0.1562 -0.9455 -2.3333 0.09
H -0.1134 -0.9403 3.0527 0.00
H -0.2484 -1.0198 1.4642 -0.02
H 1.1054 1.3781 -0.0021 0.08
H 0.5024 1.8382 -1.6631 0.09
H 1.3445 -0.8053 -1.2218 0.09
H -0.0905 -1.7382 -0.8118 0.08
H -0.4349 2.2241 -0.2813 0.08
```

Summary:
M, g/mol: 63.10
Structure (SMILES): COC.N
Multiplicity: 1
Net charge: 0

---

# 5
The following is a quantum chemistry calculation of a gas-phase ion, C3H6NO2 (charge -1) at a distorted geometry, from the OMol25 dataset.

The geometry in XYZ format:
```
12
Properties=species:S:1:pos:R:3:lowdin_charge:R:1
O 0.6488 -0.7039 2.1904 -0.08
O 1.1774 -1.8862 0.3522 -0.08
N 0.9926 0.4196 -1.2189 0.00
C 0.3597 0.3796 0.0742 -0.37
C 0.8317 -0.8592 0.9754 -0.74
C -1.2147 0.2658 0.0722 -0.09
H 0.4103 1.3751 0.6111 0.11
H -1.5913 1.0240 0.7700 0.05
H -1.7339 0.4138 -0.8741 0.04
H 0.4149 0.7424 -1.9821 0.04
H 1.3212 -0.5063 -1.4701 0.05
H -1.6169 -0.6645 0.4998 0.07
```

Summary:
M, g/mol: 88.09
Structure (SMILES): C[C@H](N)C(=O)[O-]
Multiplicity: 1
Net charge: -1

---

# 6
The following is a quantum chemistry calculation of a molecular structure, C5H11BrLuNO2P2 at a distorted geometry, from the OMol25 dataset.

The geometry in XYZ format:
```
23
Properties=species:S:1:pos:R:3:lowdin_charge:R:1
Lu -1.5936 2.8288 1.6858 1.45
Br 2.7009 -1.2897 -1.5286 0.52
P 1.4403 0.4486 -2.1137 0.64
P -0.8128 -0.0873 -1.8842 0.41
O -0.6905 -1.9921 2.4112 0.13
O 1.7880 1.7200 -1.1246 -0.33
N 1.4835 -1.4783 2.8698 0.12
C 0.2633 -1.3534 2.1091 -0.50
C 0.2247 -0.3194 0.9285 -0.23
C -0.5300 -1.0307 -0.2409 -0.33
C -1.6088 2.6797 -0.5189 -0.32
C -1.2435 1.6042 -1.0100 -0.24
H -0.4996 -1.2866 -2.6327 0.00
H -2.2209 -0.4173 -1.8499 0.08
H -0.2919 0.5674 1.3723 -0.04
H 1.2428 -1.7449 3.8254 0.11
H 1.8511 2.5274 -1.6752 0.10
H -0.0201 -1.9993 -0.4299 0.09
H -1.0012 0.6020 -3.1328 0.04
H 1.9746 -2.2647 2.4343 0.11
H 1.2826 -0.0582 0.7504 0.06
H -2.2029 3.6536 -0.3927 0.03
H -1.5358 -1.3097 0.1472 0.11
```

Summary:
M, g/mol: 433.97
Multiplicity: 1
Net charge: +2

---

Calculated E_tot (eV), listed in the same order as above: -8830.992; -12696.492; -69043.946; -5756.588; -8794.642; -133162.091